(1)
{
  "formula": "C3H6FNO",
  "method": "ωB97M-V/def2-TZVPD",
  "elements": ["C", "O", "N", "C", "C", "F", "H", "H", "H", "H", "H", "H"],
  "positions_angstrom": [[-2.38, 0.09, -0.14], [-1.22, -0.71, -0.10], [-0.10, 0.03, -0.35], [0.93, -0.52, 0.13], [2.19, 0.32, 0.13], [3.20, -0.40, -0.39], [-2.88, -0.15, -1.10], [-2.93, -0.12, 0.77], [-2.12, 1.12, -0.05], [0.90, -1.50, 0.51], [2.47, 0.62, 1.13], [1.96, 1.20, -0.54]],
  "nbo_charge": [-0.255, -0.404, -0.117, 0.005, 0.018, -0.353, 0.185, 0.188, 0.194, 0.185, 0.171, 0.182],
  "total_charge": 0,
  "gap_ev": 10.80,
  "smiles": "CO/N=C/CF",
  "homo_energy_ev": -9.67,
  "relative_energy_kj_mol": 296.6
}



(2)
{
  "formula": "C6H19N4P",
  "method": "ωB97M-V/def2-TZVPD",
  "elements": ["C", "N", "P", "N", "C", "C", "H", "H", "H", "H", "H", "H", "H", "H", "H", "C", "N", "C", "H", "H", "H", "H", "H", "C", "N", "H", "H", "H", "H", "H"],
  "positions_angstrom": [[-1.65, -2.19, -1.56], [-1.62, -1.19, -0.44], [-0.76, -0.85, 0.81], [-1.61, 0.49, 1.41], [-1.21, 1.16, 2.58], [-2.91, 0.86, 0.94], [-1.86, -3.23, -1.22], [-0.59, -2.20, -2.09], [-2.34, -1.90, -2.34], [-2.11, 0.95, 3.30], [-0.23, 0.85, 2.95], [-1.26, 2.21, 2.51], [-3.69, 0.28, 1.61], [-3.04, 1.92, 0.96], [-3.07, 0.57, -0.12], [2.89, -2.02, -0.71], [3.02, -0.85, -0.31], [2.57, -0.40, 1.02], [2.38, -2.75, -0.14], [3.29, -2.25, -1.69], [3.39, 0.22, 1.26], [1.74, 0.18, 0.99], [2.48, -1.17, 1.73], [0.56, 1.25, -1.92], [1.17, 2.43, -1.31], [1.17, 0.55, -2.23], [0.03, 0.60, -1.18], [-0.27, 1.63, -2.45], [1.61, 2.06, -0.46], [1.94, 2.81, -1.88]],
  "nbo_charge": [-0.409, -1.010, 1.207, -0.740, -0.396, -0.427, 0.199, 0.179, 0.199, 0.169, 0.209, 0.195, 0.185, 0.199, 0.250, -0.063, -0.390, -0.441, 0.139, 0.172, 0.208, 0.194, 0.180, -0.432, -0.833, 0.181, 0.186, 0.196, 0.341, 0.352],
  "total_charge": 0,
  "gap_ev": 8.90,
  "smiles": "C/N=P/N(C)C.C=NC.CN",
  "homo_energy_ev": -8.45,
  "relative_energy_kj_mol": 205.0
}